No. 1
Formula: C35H89GaINO12PSi
Source: the OMol25 dataset
Level of theory: ωB97M-V/def2-TZVPD

Summary:
multiplicity = 1
net charge = -1

Each line ends with the Mulliken charge.
Element x y z (Å)
C: 7.1772 -0.1663 -2.0369  -1.36
C: 6.3955 0.4030 -3.2058  0.36
O: 6.9740 0.9884 -4.0789  -0.56
N: 5.0287 0.2138 -3.1189  0.83
C: 4.2938 1.4752 -2.9324  -0.85
Ga: 4.3091 -0.9417 -4.4986  -1.00
C: 2.9736 -0.0298 -5.7518  -1.05
C: 1.5841 0.2009 -5.0935  -0.58
C: 0.4476 -0.4273 -5.8774  -0.73
C: -0.8514 -0.4629 -5.0793  -0.42
O: -1.3627 -1.8171 -5.1508  -0.30
C: -2.1942 -2.1369 -4.1911  0.13
O: -2.8132 -1.3682 -3.5279  -0.55
P: 3.0997 -2.6791 -3.3428  0.01
O: 1.5529 -2.8450 -4.0491  -0.31
I: 2.7229 -1.8051 -1.0593  -0.19
Si: 5.9480 -2.1117 -5.7907  1.00
C: 6.9142 -3.2654 -4.5871  -1.27
C: 7.1467 -0.9925 -6.7569  -1.34
C: 5.1453 -3.2869 -7.0628  -1.01
H: 8.2151 -0.3319 -2.2872  0.34
H: 7.0807 0.5673 -1.2437  0.37
H: 6.6738 -1.0640 -1.7029  0.29
H: 3.4079 1.5715 -3.5561  -0.08
H: 3.9442 1.5206 -1.9003  0.21
H: 4.9324 2.3329 -3.1153  0.47
H: 2.7861 -0.6080 -6.6552  0.72
H: 3.3370 0.9426 -6.0777  0.43
H: 1.5743 -0.1430 -4.0632  0.33
H: 1.4165 1.2767 -5.0289  0.41
H: 0.3048 0.1503 -6.7838  0.35
H: 0.7192 -1.4461 -6.1236  0.30
H: -1.5976 0.1943 -5.5054  0.39
H: -0.6235 -0.1834 -4.0593  0.23
H: -2.2743 -3.2105 -4.0029  0.42
H: 1.7373 -3.0625 -4.9727  0.26
H: 7.9332 -2.9279 -4.4194  0.35
H: 6.4014 -3.2673 -3.6291  0.30
H: 6.9010 -4.2841 -4.9572  0.31
H: 6.7978 0.0343 -6.7338  0.33
H: 7.3181 -1.3131 -7.7773  0.33
H: 8.0946 -0.9910 -6.2283  0.36
H: 4.6087 -4.1055 -6.5867  0.30
H: 5.8925 -3.7401 -7.7132  0.14
H: 4.4364 -2.7287 -7.6721  0.38
C: 8.8983 -7.0916 -9.4649  -1.29
C: 7.7015 -6.7830 -8.5766  0.41
C: 6.5186 -7.6801 -8.9101  -1.29
O: 7.3294 -5.4158 -8.7153  -0.47
H: 8.6504 -6.9168 -10.5158  0.35
H: 9.7358 -6.4390 -9.2164  0.32
H: 9.2190 -8.1291 -9.3533  0.37
H: 7.9786 -6.9181 -7.5305  0.25
H: 6.1982 -7.5228 -9.9441  0.34
H: 5.6695 -7.4443 -8.2682  0.31
H: 6.7712 -8.7345 -8.7827  0.38
H: 7.0770 -5.2664 -9.6337  0.29
C: -3.4170 0.1861 0.9796  -0.99
C: -2.2058 0.2140 0.0586  0.27
C: -1.8116 -1.1896 -0.3667  -0.73
O: -1.1138 0.8560 0.7179  -0.56
H: -3.1934 -0.3760 1.8908  0.00
H: -3.6916 1.1981 1.2838  0.33
H: -4.2771 -0.2759 0.4900  0.41
H: -2.4301 0.8147 -0.8233  0.31
H: -1.5395 -1.7959 0.5040  0.41
H: -0.9405 -1.1655 -1.0219  0.14
H: -2.6300 -1.6819 -0.8933  0.06
H: -0.8943 0.3347 1.4984  0.33
C: 5.4737 -1.0812 4.3269  -1.31
C: 4.7709 -0.3977 3.1617  0.40
C: 3.2575 -0.4677 3.3080  -1.17
O: 5.1664 -0.9939 1.9333  -0.47
H: 5.2053 -2.1406 4.3669  0.33
H: 6.5562 -1.0254 4.2051  0.32
H: 5.2051 -0.6201 5.2796  0.38
H: 5.0842 0.6461 3.1089  0.25
H: 2.9215 -1.5083 3.3155  0.30
H: 2.7710 0.0230 2.4644  0.27
H: 2.9245 0.0110 4.2316  0.39
H: 4.8971 -1.9198 1.9470  0.32
C: 3.5652 7.0215 -2.6290  -1.32
C: 4.4778 5.9379 -3.1867  0.37
C: 4.6651 6.0886 -4.6894  -1.28
O: 3.9476 4.6515 -2.8906  -0.42
H: 2.5722 6.9561 -3.0824  0.35
H: 3.4388 6.8973 -1.5529  0.32
H: 3.9680 8.0182 -2.8207  0.38
H: 5.4486 5.9885 -2.6917  0.28
H: 3.7057 5.9939 -5.2058  0.33
H: 5.3177 5.3035 -5.0719  0.31
H: 5.0994 7.0585 -4.9407  0.38
H: 3.0869 4.5748 -3.3182  0.30
C: -6.0019 -3.5458 0.0463  -1.33
C: -4.6933 -3.8589 0.7550  0.87
C: -3.7541 -4.6554 -0.1368  -1.10
O: -4.9518 -4.5870 1.9583  -0.56
H: -6.5231 -4.4694 -0.2222  0.42
H: -6.6649 -2.9782 0.7008  0.32
H: -5.8307 -2.9677 -0.8633  0.33
H: -4.2108 -2.9275 1.0540  -0.19
H: -4.2013 -5.6160 -0.4099  0.42
H: -2.8228 -4.8732 0.3866  0.31
H: -3.5184 -4.1099 -1.0518  0.14
H: -5.3779 -5.4155 1.7119  0.35
C: -4.8780 1.5850 4.9100  -0.85
C: -3.5692 1.2914 5.6269  0.43
C: -2.6164 0.5058 4.7403  -1.22
O: -3.8263 0.5661 6.8314  -0.58
H: -5.3875 0.6557 4.6397  0.32
H: -5.5533 2.1444 5.5582  0.01
H: -4.7112 2.1631 3.9999  0.33
H: -3.0993 2.2287 5.9278  0.30
H: -3.0532 -0.4585 4.4651  0.26
H: -1.6845 0.2977 5.2675  0.34
H: -2.3863 1.0552 3.8259  0.32
H: -4.2416 -0.2683 6.5859  0.35
C: -6.6497 3.4961 8.2475  -1.11
C: -7.8243 4.3076 7.7227  0.37
C: -8.9060 4.4682 8.7804  -1.14
O: -8.3669 3.6800 6.5603  -0.57
H: -6.9705 2.4890 8.5278  0.33
H: -5.8853 3.3869 7.4784  0.13
H: -6.1987 3.9707 9.1206  0.40
H: -7.4760 5.2913 7.4052  0.27
H: -9.2999 3.4917 9.0780  0.30
H: -9.7435 5.0467 8.3918  0.31
H: -8.5217 4.9704 9.6689  0.31
H: -8.6810 2.8061 6.8184  0.35
C: -12.2255 5.3109 13.1766  -1.33
C: -11.3380 4.7115 12.0960  0.44
C: -10.0217 4.2121 12.6732  -1.19
O: -11.0888 5.6780 11.0765  -0.52
H: -11.7346 6.1699 13.6424  0.35
H: -13.1627 5.6666 12.7474  0.32
H: -12.4532 4.5797 13.9539  0.37
H: -11.8603 3.8859 11.6112  0.26
H: -9.4633 5.0376 13.1237  0.33
H: -9.3960 3.7883 11.8872  0.23
H: -10.1868 3.4499 13.4363  0.40
H: -10.6260 6.4212 11.4797  0.34



No. 2
Formula: C35H91BClIN3O18P2S3
Source: the OMol25 dataset
Level of theory: ωB97M-V/def2-TZVPD

Summary:
multiplicity = 1
net charge = -1
relative energy (zero: lowest compared OMol25 entry of this formula, charge and spin) = 609.32 kJ/mol

Each line ends with the Mulliken charge.
Element x y z (Å)
C: 4.4189 -3.0342 -4.2965  -1.24
C: 3.2145 -2.7416 -3.2513  1.50
Cl: 1.6873 -2.6563 -4.3030  -0.43
C: 3.4349 -1.3368 -2.5322  -2.09
C: 3.3586 -1.4350 -0.9170  0.09
O: 4.1872 -2.5361 -0.5029  0.75
C: 5.5622 -2.3995 -0.9131  -1.25
C: 6.4276 -3.2386 0.1632  0.92
C: 7.9426 -2.6582 0.1923  -1.42
C: 6.5517 -4.7837 -0.1950  0.61
C: 5.1924 -5.4774 -0.6610  -1.24
C: 6.9870 -5.5306 1.1872  -1.13
O: 2.0352 -1.9711 -0.6771  -0.13
P: 1.0738 -1.1045 0.5455  1.19
C: 0.1608 -0.3727 -0.9788  -1.29
C: 0.0772 1.2268 -1.0276  0.34
C: -1.3507 1.7516 -1.5902  -1.02
S: -2.7406 1.6397 -0.3713  -0.14
C: -2.3589 2.5270 1.1787  0.58
S: -1.5471 3.9835 1.1561  -0.24
N: -2.7753 1.9709 2.4739  0.50
C: -2.7119 2.5474 3.7837  -0.25
C: -3.2332 1.5259 4.7893  -0.52
N: -3.6399 0.3454 4.0117  -0.62
C: -3.3686 0.6581 2.6826  0.00
C: -0.0496 -0.3077 1.8554  0.17
C: 0.5438 0.9305 2.6471  -0.95
O: 1.6341 0.6241 3.5621  -0.02
C: 2.1017 1.8334 4.1350  0.02
O: 1.9175 2.0267 5.3488  -0.59
B: 1.8454 -2.2844 1.9125  1.23
N: 3.0567 -1.9557 2.7433  -0.53
O: 1.2298 -3.5676 2.2242  -0.70
P: -0.3441 -2.8474 0.2266  -0.14
C: -0.2805 -3.4885 -1.5434  -0.30
C: -2.0947 -2.4450 0.8004  -0.69
O: 2.3114 0.1510 0.6694  -0.72
C: 3.4658 -0.0110 -0.1537  0.71
S: 4.8486 0.2149 1.1024  -0.29
I: 3.8456 1.7281 -1.4941  -0.13
H: 4.1801 -2.6814 -5.3472  0.39
H: 4.6787 -4.1513 -4.3301  0.17
H: 5.3854 -2.5056 -3.9930  0.32
H: 3.1913 -3.6358 -2.5583  -0.40
H: 2.6372 -0.6311 -2.9516  0.67
H: 4.4286 -0.8838 -2.8856  0.57
H: 5.9444 -1.3312 -0.9428  0.54
H: 5.7827 -2.8875 -1.9175  0.00
H: 6.0068 -3.0615 1.2065  -0.37
H: 8.1756 -2.2545 -0.8445  0.36
H: 8.0909 -1.9088 1.0270  0.24
H: 8.6554 -3.5434 0.3462  0.35
H: 7.3390 -5.0280 -0.9781  0.38
H: 4.3229 -5.0225 -0.0652  0.14
H: 5.1422 -6.5973 -0.4722  0.41
H: 4.9243 -5.2859 -1.7567  0.18
H: 6.8123 -4.8602 2.0934  0.17
H: 6.2743 -6.4192 1.3355  0.33
H: 8.0274 -5.9701 1.1426  0.24
H: 0.7271 -0.6937 -1.9216  -0.02
H: -0.9043 -0.7596 -1.1311  0.61
H: 0.2253 1.7514 -0.0371  -0.63
H: 0.8345 1.5946 -1.7991  0.27
H: -1.2625 2.8396 -1.9275  0.45
H: -1.6725 1.1448 -2.5040  0.43
H: -2.3118 3.5604 4.0652  0.32
H: -3.3002 1.6260 5.9169  0.33
H: -3.6147 -0.0976 1.8663  0.27
H: -0.3288 -1.1101 2.6186  0.48
H: -0.9684 0.0928 1.2928  -0.92
H: 0.8658 1.8142 2.0104  0.43
H: -0.3125 1.3290 3.3084  0.17
H: 2.6576 2.6280 3.5422  0.48
H: 3.9068 -2.3949 2.3718  -0.07
H: 2.9161 -2.1566 3.7398  0.16
H: 1.9792 -4.1143 2.5474  0.17
H: -1.0629 -4.3312 -1.6109  0.43
H: -0.5617 -2.7433 -2.3566  0.13
H: 0.7140 -4.0045 -1.7805  -0.29
H: -2.5807 -1.6065 0.1717  0.11
H: -2.1376 -2.2506 1.9140  0.02
H: -2.7352 -3.3786 0.6135  0.48
H: 4.2646 1.1212 1.9896  0.09
C: -1.5216 -4.7539 -5.2323  -0.50
O: -1.1412 -3.3901 -5.3027  -0.50
H: -2.3505 -4.9230 -5.9204  0.27
H: -0.6786 -5.3889 -5.5197  0.20
H: -1.8413 -4.9969 -4.2155  0.21
H: -0.4061 -3.2679 -4.6843  0.33
C: 2.6005 -6.2551 -3.6900  -0.50
O: 2.7875 -6.0456 -2.2972  -0.42
H: 2.1453 -5.3636 -4.1209  0.08
H: 3.5669 -6.4356 -4.1704  0.29
H: 1.9397 -7.1112 -3.8502  0.34
H: 3.1905 -6.8460 -1.9398  0.27
C: 3.7097 5.1552 5.7477  -0.40
O: 4.7976 4.5707 5.0449  -0.51
H: 3.4961 6.1327 5.3149  0.20
H: 2.8269 4.5178 5.6547  0.14
H: 3.9737 5.2766 6.8016  0.26
H: 4.9657 3.7091 5.4460  0.30
C: 9.6546 -4.7619 3.5795  -0.45
O: 9.5915 -6.0050 2.8946  -0.46
H: 9.2895 -3.9778 2.9163  0.09
H: 9.0268 -4.7996 4.4735  0.27
H: 10.6889 -4.5455 3.8595  0.30
H: 9.9184 -6.6815 3.4999  0.28
C: -0.2717 -0.9797 5.7817  -0.69
O: -1.2038 -0.9436 4.7083  -0.05
H: 0.2678 -1.9279 5.7491  0.24
H: 0.4381 -0.1567 5.6803  0.15
H: -0.8041 -0.8988 6.7343  0.31
H: -1.6673 -0.0954 4.7603  0.09
C: -1.6238 -4.8120 4.6945  -0.35
O: -2.2317 -3.7639 5.4348  -0.59
H: -2.2529 -5.7002 4.7622  0.28
H: -1.5266 -4.5173 3.6463  0.07
H: -0.6372 -5.0358 5.1105  0.22
H: -1.6555 -2.9897 5.3580  0.23
C: -0.3424 7.1840 3.8856  -0.45
O: -0.7024 6.9365 2.5357  -0.51
H: -0.0739 8.2353 3.9898  0.25
H: -1.1886 6.9611 4.5416  0.24
H: 0.5152 6.5637 4.1601  0.12
H: -0.9356 6.0004 2.4696  0.24
C: -6.8405 2.3521 -0.1564  -0.55
O: -6.1024 3.5531 0.0343  -0.54
H: -7.8751 2.5247 0.1413  0.26
H: -6.8114 2.0637 -1.2100  0.30
H: -6.4160 1.5558 0.4594  0.21
H: -5.1930 3.3741 -0.2359  0.22
C: -8.5039 6.4534 -0.0646  -0.53
O: -7.4035 5.8808 -0.7518  -0.42
H: -8.7062 7.4391 -0.4856  0.13
H: -9.3861 5.8184 -0.1886  0.27
H: -8.2635 6.5566 0.9970  0.31
H: -7.2419 5.0064 -0.3612  0.35
C: -8.9616 8.8366 -3.4174  -0.57
O: -9.0514 7.6080 -4.1257  -0.47
H: -9.2988 9.6439 -4.0675  0.26
H: -9.5986 8.7965 -2.5301  0.26
H: -7.9243 9.0165 -3.1254  0.26
H: -8.7474 6.9119 -3.5283  0.28
C: -9.7418 6.4789 -7.2951  -0.49
O: -10.6742 7.4688 -6.8909  -0.56
H: -9.8403 6.3186 -8.3684  0.27
H: -8.7270 6.8176 -7.0713  0.22
H: -9.9490 5.5434 -6.7691  0.25
H: -10.5641 7.5897 -5.9366  0.30
C: -6.6405 3.9128 -7.7041  -0.55
O: -7.5538 4.0238 -8.7873  -0.50
H: -7.1986 3.6796 -6.7978  0.20
H: -5.9251 3.1110 -7.9038  0.30
H: -6.1107 4.8590 -7.5682  0.26
H: -7.0372 4.2299 -9.5754  0.29



No. 3
Formula: C35H94BClIN3O20P3
Source: the OMol25 dataset
Level of theory: ωB97M-V/def2-TZVPD

Summary:
multiplicity = 1
net charge = +1
relative energy (zero: lowest compared OMol25 entry of this formula, charge and spin) = 0.00 kJ/mol

Each line ends with the Mulliken charge.
Element x y z (Å)
C: -0.8725 6.4159 -0.0394  -1.09
B: -1.4966 5.6121 1.1549  1.53
O: -2.6132 6.1143 1.7693  -0.76
C: -0.8233 4.3167 1.7967  -2.90
C: 0.3479 3.7133 0.9725  0.35
C: -0.1635 3.1079 -0.3443  -1.19
C: 0.7211 2.2016 -1.1873  0.87
C: 0.1930 2.0872 -2.6378  -1.16
C: -0.0586 0.6415 -3.0536  -1.48
N: 1.2084 -0.0074 -3.4420  1.00
C: 1.1817 -1.4542 -3.1802  -1.73
C: 1.4197 0.2683 -4.8431  0.38
C: 0.8361 -0.6467 -5.8801  -1.24
O: 2.0646 1.2380 -5.1570  -0.60
C: 1.2527 2.9713 2.0132  -1.07
P: 2.9473 2.1601 1.6477  -0.01
C: 3.5714 3.4298 0.4962  -1.10
O: 2.8777 0.8786 0.6270  -0.18
C: 0.4049 2.3096 3.1368  -0.09
C: 1.1282 1.2769 3.9978  -1.41
C: 1.1996 -0.1706 3.5196  0.32
O: 1.9164 -0.4467 2.5684  -0.95
N: 0.4687 -1.1315 4.1578  1.05
C: 0.7830 -2.4775 3.6567  -0.92
C: 0.3286 -1.0205 5.6225  -0.91
N: -1.0246 1.9491 2.6883  1.48
C: -1.0445 0.8809 1.6301  0.67
C: -1.6819 -0.4445 1.9797  -0.47
O: -1.5163 -1.3619 1.2747  -0.54
Cl: -2.7217 -0.5245 3.3872  0.05
C: -1.7806 3.2531 2.4155  2.11
C: -2.3499 3.8718 3.7347  -2.92
C: -2.8094 2.9542 4.8704  0.23
C: -4.1387 3.3959 5.4920  -1.63
I: -1.3385 3.0118 6.4833  0.08
P: -3.1589 3.0649 1.0983  -0.19
P: -4.6750 1.5559 1.5102  1.02
O: -4.2494 0.2760 0.9439  -0.59
O: -5.0999 1.4983 3.0440  -0.43
O: -5.9880 2.1619 0.8206  -0.56
H: -1.2338 7.4421 -0.0454  0.41
H: -1.1324 5.9692 -0.9978  0.37
H: 0.2130 6.4640 0.0080  0.29
H: -3.0576 6.7493 1.1975  0.29
H: -0.3043 4.7636 2.6551  0.24
H: 0.9313 4.5875 0.7028  1.45
H: -0.3832 3.9670 -0.9801  0.56
H: -1.1336 2.6373 -0.2720  -0.20
H: 0.6921 1.1946 -0.7861  -0.53
H: 1.7363 2.5638 -1.2262  -0.18
H: -0.7335 2.6504 -2.7722  0.50
H: 0.9255 2.5128 -3.3158  0.51
H: -0.4874 0.0738 -2.2288  0.69
H: -0.8052 0.6164 -3.8554  0.55
H: 1.3112 -1.6275 -2.1159  0.49
H: 0.2691 -1.9455 -3.5187  0.38
H: 2.0064 -1.9229 -3.7025  0.51
H: 0.4843 -0.0327 -6.6971  0.25
H: 1.6419 -1.2661 -6.2650  0.40
H: 0.0198 -1.2580 -5.5168  0.37
H: 1.7204 3.8044 2.5466  1.02
H: 4.0503 2.9277 -0.3401  0.21
H: 2.8135 4.0934 0.0950  0.24
H: 4.3393 4.0033 1.0048  0.56
H: 2.2917 0.1683 0.9043  0.27
H: 0.1795 3.1143 3.8351  0.40
H: 2.1599 1.6225 4.0477  0.75
H: 0.7771 1.3270 5.0206  -0.09
H: 0.3023 -2.6354 2.7002  0.24
H: 1.8459 -2.6977 3.6357  0.28
H: 0.3263 -3.1850 4.3372  0.36
H: -0.4157 -0.2659 5.8671  -0.01
H: -0.0169 -1.9401 6.0717  0.39
H: 1.2518 -0.7130 6.0969  0.39
H: -1.4166 1.4860 3.5164  -0.24
H: -1.5213 1.1956 0.7121  1.76
H: -0.0184 0.6218 1.3883  -1.55
H: -3.1988 4.4820 3.4543  0.74
H: -1.6366 4.5807 4.1459  1.00
H: -2.9037 1.9061 4.6240  0.00
H: -4.8082 3.7595 4.7183  0.36
H: -4.0010 4.1497 6.2572  0.48
H: -4.6100 2.5405 5.9693  0.43
H: -3.9491 4.1923 1.3438  0.08
H: -6.0253 1.7413 3.1750  0.33
H: -5.9346 3.1087 0.6450  0.35
C: 4.3319 1.0788 -2.6461  -0.25
O: 4.8144 0.6843 -1.3621  -0.64
H: 5.1916 1.3687 -3.2449  0.44
H: 3.8059 0.2639 -3.1388  0.01
H: 3.6517 1.9329 -2.5654  0.10
H: 4.0522 0.4327 -0.8286  0.33
C: 1.4518 -5.6192 -3.8240  -0.60
O: 2.0978 -4.3499 -3.7511  -0.40
H: 0.5133 -5.4693 -4.3514  0.24
H: 2.0532 -6.3447 -4.3767  0.26
H: 1.2367 -6.0172 -2.8292  0.26
H: 2.9312 -4.4716 -3.2885  0.26
C: -1.3330 -0.7944 -9.4295  -0.64
O: -0.4379 0.0926 -8.7656  -0.43
H: -1.2191 -1.7751 -8.9712  0.29
H: -2.3702 -0.4672 -9.3158  0.32
H: -1.0923 -0.8620 -10.4921  0.19
H: -0.5412 0.9572 -9.1777  0.31
C: -0.0355 -5.1529 0.8278  -0.33
O: 0.6682 -5.7796 1.8993  -0.51
H: 0.6962 -4.8233 0.0950  0.09
H: -0.7220 -5.8583 0.3526  0.35
H: -0.5993 -4.2867 1.1839  0.13
H: 0.0156 -6.0676 2.5418  0.26
C: 0.8565 -2.8354 -11.5634  -0.34
O: 0.1476 -2.0061 -12.4848  -0.51
H: 0.4851 -2.6124 -10.5681  0.01
H: 0.6903 -3.8925 -11.7738  0.28
H: 1.9281 -2.6227 -11.5976  0.28
H: 0.4703 -2.1996 -13.3674  0.28
C: -1.0098 -5.4844 6.1445  -0.64
O: -0.3117 -4.2532 6.3531  -0.42
H: -2.0258 -5.2288 5.8670  0.22
H: -0.5528 -6.0641 5.3378  0.24
H: -1.0222 -6.0908 7.0532  0.30
H: 0.5926 -4.4742 6.5947  0.25
C: 2.3248 1.4274 7.7783  -0.34
O: 2.9979 1.0719 6.5709  -0.42
H: 1.3669 1.8762 7.5080  -0.10
H: 2.1312 0.5518 8.4029  0.20
H: 2.8988 2.1636 8.3452  0.36
H: 3.8424 0.6805 6.8084  0.26
C: -0.6817 -0.7481 9.1037  -0.38
O: 0.6090 -1.3473 9.1422  -0.49
H: -0.5445 0.2565 8.7116  0.05
H: -1.3550 -1.2983 8.4399  0.21
H: -1.1238 -0.6816 10.1003  0.36
H: 0.5150 -2.2392 9.4844  0.28
C: -5.8050 -3.7404 3.9492  -0.59
O: -4.5844 -3.2386 4.4924  -0.39
H: -5.8872 -4.7795 4.2570  0.24
H: -6.6699 -3.1944 4.3327  0.26
H: -5.8045 -3.6968 2.8577  0.26
H: -4.4961 -2.3213 4.2288  0.22
C: 4.8432 -1.8191 3.4080  -0.33
O: 4.1184 -3.0210 3.6684  -0.52
H: 4.7378 -1.1917 4.2902  0.11
H: 5.9046 -2.0209 3.2454  0.39
H: 4.4336 -1.2833 2.5495  0.03
H: 4.1996 -3.5905 2.8994  0.29
C: -2.0884 3.2455 -11.1715  -0.56
O: -1.1390 2.3556 -10.5858  -0.50
H: -2.9257 2.6409 -11.5075  0.22
H: -2.4493 3.9788 -10.4467  0.27
H: -1.6619 3.7661 -12.0309  0.25
H: -0.3872 2.8826 -10.2996  0.26
C: 2.5844 -4.9320 -8.6744  -0.44
O: 1.9883 -5.4689 -9.8504  -0.48
H: 2.5087 -3.8497 -8.7437  0.14
H: 2.0627 -5.2621 -7.7715  0.22
H: 3.6400 -5.2047 -8.5973  0.31
H: 2.0467 -6.4261 -9.8056  0.27



In the order shown, the computed energy values come out to -5197.977913; -5566.375735; -4865.527907 Eh.
In the order shown, the computed HOMO energy values come out to -3.85; -3.18; -10.32 eV.